No. 1
Below is a molecular structure, C4H7N2 in a non-equilibrium geometry, with properties calculated with ωB97M-V with the def2-TZVPD basis set.

HOMO: -14.86 eV
multiplicity: 1
total charge: +1
LUMO: -0.2343 hartree

XYZ file:
```
13
Properties=species:S:1:pos:R:3:forces:R:3:nbo_charge:R:1
N -1.632994 0.967475 0.544647 1.7607 0.9982 1.1578 -0.449
N -2.785338 0.337271 -0.091549 -0.5664 -1.1996 -0.2026 -0.055
C -0.750920 -1.363742 -0.434862 -0.0762 -2.3899 -2.6198 -0.578
C 0.175840 -0.412054 0.180417 0.0110 2.5703 0.2621 0.304
C 0.820402 0.728146 -0.476001 -0.0645 -1.1449 -0.2975 -0.728
C -1.814788 -0.424782 -0.176994 -0.8864 0.7194 1.1808 0.385
H -0.804419 -2.374919 0.044271 -0.2344 1.0501 -0.0603 0.317
H 1.081256 0.266887 -1.380785 1.4629 -0.5845 -1.8029 0.270
H 0.174428 1.462900 -0.899199 -1.0307 0.6323 0.1496 0.323
H -1.631831 0.972720 1.603976 -0.9386 -0.7152 -1.0934 0.370
H -0.673664 -1.585738 -1.574752 0.1663 0.6913 1.7966 0.318
H 0.437206 -0.555766 1.200484 0.0550 -0.4784 0.8959 0.240
H 1.637062 1.234217 -0.005100 0.3413 -0.1491 0.6334 0.283
```
Positions in Å, forces in eV/Å.

=====

No. 2
Below is a gas-phase ion, C4H7N2 (charge +1) in a non-equilibrium geometry, with properties calculated with ωB97M-V with the def2-TZVPD basis set.

HOMO (alpha / beta): -14.59 / -14.59 eV
multiplicity: 1
total charge: +1
SMILES: C=CC(C)=[N+]=N
LUMO (alpha / beta): -0.2226 / -0.2226 hartree

XYZ file:
```
13
Properties=species:S:1:pos:R:3:forces:R:3:nbo_charge:R:1
N 0.455182 -1.012005 -0.861768 -1.4864 0.3083 0.1787 0.010
N 0.854095 -1.691551 -1.839219 -0.1447 2.8239 3.9618 -0.114
C -0.041265 1.163910 0.213289 -3.7421 0.8545 1.3813 -0.335
C -0.140404 -0.236290 0.201651 2.4098 -5.0472 -2.4233 0.354
C -0.691160 -0.965278 1.470375 3.6528 2.0259 -0.2487 -0.627
C 0.579419 1.880702 -0.666304 1.2791 -0.0535 0.1017 -0.162
H 1.302791 1.395297 -1.221971 1.3648 -0.6699 -1.6434 0.195
H 0.604105 2.907774 -0.635800 -0.3145 2.2106 -0.2036 0.232
H -0.849225 -0.157488 2.228163 0.0035 -0.9413 -0.6543 0.262
H -0.875391 1.632967 0.840905 1.5877 -0.6803 -0.4565 0.265
H 0.301220 -1.783905 -2.715941 -0.9490 0.2387 0.7878 0.394
H -1.536517 -1.410315 1.150393 -3.1545 -1.6623 -0.4884 0.249
H 0.037151 -1.723820 1.836227 -0.5064 0.5926 -0.2932 0.276
```
Positions in Å, forces in eV/Å.

=====

No. 3
Below is a gas-phase ion, C4H7N2 (charge +1) in a non-equilibrium geometry, with properties calculated with ωB97M-V with the def2-TZVPD basis set.

HOMO: -15.13 eV
multiplicity: 1
total charge: +1
SMILES: C1=[N+]=CCNC1
LUMO: -0.2089 hartree

XYZ file:
```
13
Properties=species:S:1:pos:R:3:forces:R:3:nbo_charge:R:1
N -1.301205 -0.343512 0.727437 -0.7660 -0.1266 0.6991 -0.324
N 0.759540 -0.005201 -0.742187 0.1480 -0.1167 -0.4633 -0.484
C -0.231092 1.038436 -0.831295 -0.2924 0.2624 0.0092 -0.283
C 1.021545 -0.550961 0.536678 0.1945 -0.1947 0.3806 -0.320
C -0.245499 -0.553641 1.382630 0.5158 -0.4201 -0.3125 0.214
C -1.362560 0.116800 -0.467026 0.2366 0.6209 -0.4333 0.233
H -0.220489 -0.662233 2.452641 -0.0401 0.1358 0.2758 0.247
H 1.687573 0.115520 1.107068 0.0373 -0.0341 -0.0233 0.271
H 1.497327 -1.530133 0.468280 -0.0365 0.0704 0.0625 0.274
H 0.815609 -0.629141 -1.535441 0.1117 0.0299 0.0046 0.421
H -0.051573 1.816007 -0.087752 -0.0517 -0.0112 -0.0842 0.239
H -0.291648 1.453682 -1.832372 -0.0016 -0.0209 0.0430 0.262
H -2.077526 -0.265622 -1.178661 -0.0558 -0.1952 -0.1584 0.249
```
Positions in Å, forces in eV/Å.

=====

No. 4
Below is a gas-phase ion, C4H7N2 (charge +1) in a non-equilibrium geometry, with properties calculated with ωB97M-V with the def2-TZVPD basis set.

HOMO: -15.43 eV
multiplicity: 1
total charge: +1
SMILES: C[N+]1=NCC=C1
LUMO: -0.2226 hartree

XYZ file:
```
13
Properties=species:S:1:pos:R:3:forces:R:3:nbo_charge:R:1
N 0.306908 -1.158309 0.061354 -5.0652 1.8572 -0.3627 0.005
N -0.576101 -0.104237 -0.060309 5.6152 -3.4239 0.2544 -0.045
C 0.130834 1.084224 -0.042163 3.2463 -2.1825 -0.4493 -0.028
C 1.589374 -0.636957 0.029969 -0.2000 -0.3392 -1.9405 -0.396
C 1.486496 0.794833 -0.002985 -2.1418 0.7552 0.3568 -0.102
C -1.977644 -0.258815 0.017125 -1.7593 -2.7406 1.5144 -0.447
H -2.365437 -1.357855 -0.083332 1.2240 2.0927 -0.0230 0.284
H -2.523916 0.395472 -0.600250 -0.2669 0.7490 -1.1892 0.254
H 1.903721 -1.187905 -0.959298 -0.0671 1.1401 0.9666 0.377
H 2.256445 1.504934 0.181723 0.5036 0.3874 -0.4034 0.269
H 2.234636 -1.122065 0.710358 0.8109 -0.5638 1.0859 0.325
H -0.268215 1.986850 -0.285406 -1.5171 2.3764 -0.0607 0.251
H -2.197104 0.059835 1.033210 -0.3827 -0.1079 0.2509 0.254
```
Positions in Å, forces in eV/Å.

=====

- Look up the total charge of the first one.
  +1

=====

Copy entry 2 word for word.
Below is a gas-phase ion, C4H7N2 (charge +1) in a non-equilibrium geometry, with properties calculated with ωB97M-V with the def2-TZVPD basis set.

HOMO (alpha / beta): -14.59 / -14.59 eV
multiplicity: 1
total charge: +1
SMILES: C=CC(C)=[N+]=N
LUMO (alpha / beta): -0.2226 / -0.2226 hartree

XYZ file:
```
13
Properties=species:S:1:pos:R:3:forces:R:3:nbo_charge:R:1
N 0.455182 -1.012005 -0.861768 -1.4864 0.3083 0.1787 0.010
N 0.854095 -1.691551 -1.839219 -0.1447 2.8239 3.9618 -0.114
C -0.041265 1.163910 0.213289 -3.7421 0.8545 1.3813 -0.335
C -0.140404 -0.236290 0.201651 2.4098 -5.0472 -2.4233 0.354
C -0.691160 -0.965278 1.470375 3.6528 2.0259 -0.2487 -0.627
C 0.579419 1.880702 -0.666304 1.2791 -0.0535 0.1017 -0.162
H 1.302791 1.395297 -1.221971 1.3648 -0.6699 -1.6434 0.195
H 0.604105 2.907774 -0.635800 -0.3145 2.2106 -0.2036 0.232
H -0.849225 -0.157488 2.228163 0.0035 -0.9413 -0.6543 0.262
H -0.875391 1.632967 0.840905 1.5877 -0.6803 -0.4565 0.265
H 0.301220 -1.783905 -2.715941 -0.9490 0.2387 0.7878 0.394
H -1.536517 -1.410315 1.150393 -3.1545 -1.6623 -0.4884 0.249
H 0.037151 -1.723820 1.836227 -0.5064 0.5926 -0.2932 0.276
```
Positions in Å, forces in eV/Å.